Below is a cluster of 11 separate species, C36H80O15 in total in a non-equilibrium geometry, with properties calculated with wB97M-V/def2-TZVPD.

The SMILES is C1CCOC1.C1CCOC1.C1CCOC1.C1CCOC1.C1CCOC1.C1CCOC1.C1CCOC1.OCCO.OCCO.OCCO.OCCO. Its HOMO-LUMO gap is 9.054 eV. As for the total energy: -2547.83044 Eh.

```
131
Properties=species:S:1:pos:R:3:forces:R:3
C 2.686200 -0.114010 3.983045 -0.797 -2.433 -0.152
C 3.130070 -1.495030 4.542065 1.109 -0.781 -1.167
C 4.631970 -1.277870 4.974685 -2.345 -0.269 -0.832
O 4.814600 0.135310 4.773715 0.828 -0.642 0.106
C 4.007590 0.506960 3.627655 -0.047 1.148 1.347
H 2.080000 0.325430 4.775205 0.310 0.813 -0.335
H 2.054130 -0.424080 3.150905 -0.188 0.858 -0.285
H 3.172880 -2.242130 3.749535 -0.106 0.142 -0.555
H 2.463040 -2.019400 5.226335 0.093 0.736 0.668
H 5.292870 -1.858780 4.331375 0.160 0.148 -0.131
H 4.623200 -1.768190 5.948135 1.057 1.311 0.688
H 4.435890 0.303010 2.646295 0.093 -1.130 -0.007
H 4.010020 1.596120 3.584925 -0.204 0.145 0.533
C -0.656190 4.510620 5.503315 -1.378 1.837 0.211
C -1.189850 3.994170 4.181615 0.456 0.516 -0.203
C -1.452640 2.544380 4.483345 -0.304 1.223 1.374
O -0.482860 2.201260 5.534025 0.134 0.046 -0.261
C 0.146130 3.434900 6.128665 0.021 -1.501 -1.387
H -1.519350 4.698580 6.141845 -0.272 -0.226 0.197
H -0.258810 5.522400 5.422785 0.729 -0.219 -0.083
H -0.446150 4.149710 3.400075 0.117 -0.225 -0.155
H -2.091460 4.520720 3.868665 0.018 0.028 0.090
H -1.574570 1.986680 3.554795 1.227 -0.877 0.266
H -2.451790 2.499890 4.916725 -0.148 -0.193 0.381
H 1.202190 3.410740 5.859855 0.021 0.062 -0.351
H 0.142330 3.463220 7.218295 -0.568 -0.507 -0.021
C -1.023300 0.700050 0.355105 1.523 0.670 0.056
C -1.356200 -0.639000 0.918995 -0.624 -2.461 0.394
C -0.226180 -1.676770 0.582345 0.189 1.754 0.709
O 0.899450 -0.809650 0.422725 -0.177 1.066 -0.899
C 0.403490 0.392790 -0.286495 -1.313 -0.806 0.364
H -0.976080 1.455220 1.139695 0.403 -0.077 0.260
H -1.813810 1.109120 -0.274055 0.401 -0.316 -0.746
H -2.282220 -1.076940 0.546435 -0.343 0.282 0.187
H -1.374250 -0.604070 2.008285 -0.301 0.016 0.006
H -0.355300 -2.354780 -0.261295 -0.323 0.297 -0.450
H -0.065370 -2.319530 1.447855 0.244 0.005 0.015
H 0.147180 0.141360 -1.315665 0.489 -0.257 -0.328
H 1.160070 1.177270 -0.303035 -0.124 -0.167 0.312
C 1.454300 5.360000 -0.808055 -0.762 -0.251 0.085
C 0.063220 4.940120 -1.374825 0.649 0.879 0.157
C 0.360140 3.873600 -2.406005 0.823 1.256 0.715
O 1.575980 3.332180 -1.888095 -0.038 -2.424 -0.900
C 2.237530 4.042170 -0.815595 -1.968 0.873 -2.142
H 1.351140 5.741040 0.207945 0.058 0.297 -0.104
H 1.830440 6.133990 -1.477055 0.507 -0.114 0.192
H -0.376350 5.825720 -1.833705 -0.621 -0.148 0.397
H -0.507790 4.498670 -0.558015 -0.452 0.281 -0.184
H 0.541640 4.225280 -3.421625 0.286 0.507 -0.036
H -0.523470 3.251570 -2.548905 0.390 -1.053 0.610
H 3.237350 4.160170 -1.233395 0.306 -0.253 1.096
H 2.037870 3.482660 0.098285 0.823 0.018 0.167
C 0.860430 0.293180 -5.974005 0.243 -0.247 -1.403
C 1.338060 -0.406360 -4.722655 -0.550 1.566 1.121
C 2.787540 0.053990 -4.665695 0.926 -0.981 1.003
O 3.085860 0.861640 -5.771445 0.319 0.484 -1.854
C 1.866060 1.467540 -6.184805 -1.305 -0.258 1.558
H -0.203540 0.524490 -6.024665 0.084 0.209 0.245
H 1.058060 -0.423040 -6.771545 -0.098 0.232 -0.559
H 1.214300 -1.482840 -4.604485 -0.081 0.098 -0.491
H 0.766960 0.081220 -3.932585 0.096 -0.248 0.548
H 3.420990 -0.832620 -4.638315 0.323 0.049 -0.518
H 3.087980 0.596120 -3.769075 -0.512 0.261 0.367
H 1.733880 2.023750 -7.112855 1.129 -1.096 -0.932
H 1.725830 2.339940 -5.546565 -0.594 -0.118 1.016
C 4.824910 -0.663330 -0.453655 -1.532 -1.653 1.034
C 6.142370 -0.673240 0.275775 1.243 1.250 -0.581
C 6.506130 0.851880 0.298215 -1.199 -1.508 -1.630
O 5.263830 1.505200 -0.097335 2.189 3.486 2.414
C 4.208800 0.736860 -0.434115 0.959 -2.441 -1.359
H 4.145400 -1.182030 0.222605 -0.225 -1.066 -0.703
H 4.891430 -1.110830 -1.445335 -0.167 -0.021 0.144
H 6.899150 -1.181850 -0.321465 0.038 -0.139 0.093
H 6.140070 -1.157900 1.252095 -0.235 0.284 0.067
H 7.112310 1.081100 -0.578205 0.702 -0.089 0.404
H 7.013740 1.118440 1.225255 -0.662 0.727 0.067
H 3.984410 0.944360 -1.480395 -0.980 0.482 0.169
H 3.366540 0.710250 0.257265 -0.166 0.703 -0.036
C -4.643010 2.869920 0.242725 -0.820 -1.862 -1.233
C -4.548420 3.555350 1.581205 0.894 0.597 -0.250
C -3.202440 4.283580 1.333325 -1.507 1.137 0.438
O -3.230720 4.691700 -0.077165 0.261 -0.494 0.782
C -3.796590 3.607330 -0.829765 -0.265 -0.618 1.150
H -5.634960 2.658090 -0.156345 -0.270 0.376 0.207
H -4.256830 1.861220 0.389305 0.305 -0.133 -0.011
H -4.593470 2.859360 2.418865 0.532 -0.207 -0.105
H -5.253240 4.327840 1.888725 -0.459 -0.054 -0.840
H -2.339460 3.755900 1.739415 0.343 -0.286 -0.938
H -3.323440 5.177480 1.945205 0.730 0.447 -0.391
H -3.030350 3.017410 -1.332725 0.581 -0.453 0.723
H -4.406360 3.797170 -1.713075 -0.311 1.490 0.361
O -5.713250 -1.951020 -2.101195 0.734 0.014 0.593
C -5.860480 -2.313350 -0.683305 -2.249 1.104 -2.343
C -7.350910 -1.810780 -0.374145 1.662 -0.212 1.217
O -8.366470 -2.512090 -1.038995 0.131 -0.306 -0.556
H -6.361310 -2.425600 -2.626925 -0.072 -0.272 0.176
H -5.700610 -3.390020 -0.625675 -0.150 0.030 0.599
H -5.093830 -1.724530 -0.179665 -0.201 -0.197 0.227
H -7.404950 -0.760680 -0.661305 0.331 0.107 0.079
H -7.571550 -1.870970 0.691595 0.084 -0.090 0.141
H -8.545650 -2.013910 -1.839815 -0.221 -0.197 -0.123
O -1.722050 -1.988550 -3.241695 0.773 3.734 -0.472
C -2.264450 -3.229110 -3.258385 -1.686 0.075 2.138
C -1.589040 -4.054150 -4.223675 -0.399 -1.743 0.392
O -0.248720 -4.073240 -3.921835 2.449 0.024 -0.953
H -1.350600 -1.864630 -2.365185 0.081 0.486 -0.380
H -2.080180 -3.445370 -2.206065 -0.618 -2.084 0.072
H -3.338460 -3.246130 -3.443655 -0.335 0.293 0.046
H -1.783580 -3.675090 -5.226955 0.427 -0.141 -0.089
H -2.021650 -5.043100 -4.072295 -0.189 -0.473 -0.705
H -0.030650 -4.471980 -3.076235 -0.485 -0.134 0.023
O 3.386250 -3.197080 -3.331025 -0.739 -0.284 0.110
C 2.738130 -3.152600 -2.057815 -0.539 0.749 -2.252
C 3.327020 -4.144390 -1.187535 2.088 -0.624 3.842
O 3.513480 -5.510950 -1.553595 -1.044 0.010 -1.580
H 3.356360 -4.137240 -3.522845 0.288 -0.182 -0.708
H 2.869770 -2.111830 -1.761925 0.175 -0.324 0.847
H 1.657110 -3.292220 -2.059585 -0.389 -0.096 -0.808
H 2.730880 -4.139510 -0.275015 -0.060 0.161 0.381
H 4.331080 -3.814080 -0.921355 0.130 0.446 0.172
H 3.954310 -5.966970 -0.832955 -0.018 0.250 0.002
O -3.822970 -6.366780 1.352045 0.372 1.663 0.016
C -3.107620 -5.421730 2.208335 1.306 -1.091 1.473
C -3.082790 -3.969760 1.740595 -2.262 -2.542 -1.228
O -2.641120 -3.990710 0.392275 0.786 1.112 0.038
H -3.692710 -7.220230 1.771865 -0.031 -0.080 -0.107
H -3.540010 -5.512980 3.204735 -0.122 0.364 0.153
H -2.080880 -5.774560 2.305395 0.258 -0.142 -0.103
H -2.595940 -3.228870 2.374765 0.235 -0.394 -0.193
H -4.167180 -3.859340 1.741055 -0.353 1.382 -0.069
H -2.905950 -4.828990 0.006575 -0.169 -0.191 -0.012
```
Forces are in eV/Å.